{
  "formula": "C21H38Cl3F7LiMgN2O13PS",
  "method": "the ωB97M-V functional and the def2-TZVPD basis",
  "elements": ["C", "C", "C", "O", "P", "O", "O", "C", "C", "C", "C", "O", "C", "O", "O", "N", "C", "C", "C", "H", "H", "H", "H", "H", "H", "H", "H", "H", "H", "H", "H", "H", "H", "H", "H", "H", "H", "H", "H", "C", "F", "F", "F", "S", "O", "O", "O", "C", "C", "O", "H", "H", "H", "H", "H", "H", "C", "C", "O", "C", "O", "C", "F", "F", "F", "H", "H", "H", "H", "H", "O", "H", "H", "Mg", "F", "Li", "Cl", "C", "C", "N", "H", "H", "H", "C", "Cl", "Cl", "H", "H"],
  "positions_angstrom": [[7.000, -0.703, 0.319], [6.060, -0.036, -0.295], [4.877, 0.863, -0.919], [4.793, 0.788, -2.370], [3.353, 1.574, -2.939], [3.531, 1.714, -4.454], [2.071, 0.638, -2.390], [0.958, 0.479, -3.300], [-0.394, 1.247, -2.872], [-1.042, 0.766, -1.481], [-0.351, -0.507, -0.802], [-1.271, -1.036, 0.227], [-0.531, -2.091, 0.910], [-0.404, -3.218, 0.344], [3.423, 3.172, -2.272], [2.302, 3.477, -1.541], [2.358, 2.974, -0.138], [1.209, 3.642, 0.803], [0.499, 2.523, 1.765], [7.739, -1.193, 1.057], [5.098, 1.954, -0.586], [3.903, 0.505, -0.423], [1.151, 0.736, -4.399], [0.693, -0.654, -3.295], [-0.314, 2.393, -2.847], [-1.170, 1.009, -3.707], [-1.089, 1.699, -0.787], [-2.159, 0.502, -1.681], [-0.138, -1.386, -1.504], [0.567, -0.126, -0.218], [-0.102, -1.910, 1.976], [1.434, 3.215, -2.033], [2.182, 1.826, -0.069], [3.408, 3.139, 0.333], [0.428, 4.120, 0.096], [1.726, 4.399, 1.491], [0.368, 2.910, 2.855], [-0.530, 2.189, 1.334], [1.140, 1.535, 1.827], [3.440, -6.275, 0.293], [3.180, -7.450, -0.337], [3.922, -6.610, 1.522], [4.482, -5.717, -0.375], [1.954, -5.157, 0.380], [0.948, -5.911, 1.122], [1.579, -4.905, -1.009], [2.415, -3.959, 1.083], [1.783, 6.158, -5.095], [1.180, 6.831, -3.873], [1.213, 5.946, -2.770], [1.232, 5.241, -5.341], [1.761, 6.828, -5.962], [2.818, 5.864, -4.906], [0.136, 7.104, -4.059], [1.733, 7.739, -3.615], [2.141, 5.715, -2.606], [-3.696, -4.009, 3.287], [-4.782, -3.111, 2.726], [-5.391, -2.341, 3.775], [-4.715, -1.233, 4.166], [-3.655, -0.878, 3.692], [-5.496, -0.487, 5.245], [-5.978, -1.311, 6.201], [-6.566, 0.169, 4.732], [-4.751, 0.439, 5.884], [-4.094, -4.637, 4.090], [-3.287, -4.653, 2.506], [-2.880, -3.423, 3.716], [-5.568, -3.722, 2.283], [-4.400, -2.460, 1.937], [3.461, -5.323, 4.135], [3.325, -5.025, 3.220], [4.252, -4.840, 4.424], [1.795, 2.339, 3.518], [2.187, -3.929, 4.636], [0.109, 6.502, -6.618], [6.382, -2.693, 1.846], [-3.743, -2.831, -2.045], [-4.367, -3.370, -0.834], [-4.853, -3.794, 0.120], [-3.859, -3.507, -2.896], [-4.182, -1.872, -2.331], [-2.671, -2.667, -1.905], [-6.330, 1.607, 1.731], [-5.913, 3.142, 0.958], [-5.726, 0.235, 0.795], [-5.886, 1.580, 2.726], [-7.414, 1.533, 1.809]],
  "forces_ev_per_a": [[-4.280, 3.443, -2.029], [3.151, -2.024, 1.939], [1.650, -0.808, 2.247], [-3.338, 1.764, 0.572], [3.596, -1.240, -3.160], [-1.292, -0.280, 3.785], [1.748, 2.411, -1.027], [-2.622, -1.025, -1.178], [-0.276, -0.462, -0.159], [-0.992, 0.049, -0.049], [-0.352, 0.775, 0.660], [2.075, -0.567, 0.503], [-0.029, -4.704, -2.238], [-0.884, 5.780, 2.704], [-0.005, -3.451, -1.076], [-1.575, 1.336, 2.412], [-0.298, -1.175, 1.332], [0.452, -0.588, -0.227], [-0.907, -0.346, -1.777], [-1.323, 1.111, -1.934], [-0.342, -1.868, -0.633], [1.466, 0.384, -0.765], [0.421, -0.158, 1.745], [0.716, 2.002, 0.082], [0.194, -1.594, -0.193], [1.523, 0.369, 1.251], [0.256, -1.874, -0.834], [1.925, 0.361, 0.414], [0.020, 1.504, 0.865], [-0.892, -0.848, -1.272], [-0.868, 0.144, -1.822], [0.671, -0.074, 0.394], [0.358, 1.675, -0.405], [-1.832, 0.023, -1.085], [1.203, -0.580, 1.513], [-0.953, -0.738, -1.201], [-1.647, 0.136, -2.555], [1.673, 0.594, 0.898], [-1.180, 1.588, -0.445], [1.030, -0.663, -0.458], [-0.186, 0.720, 0.353], [-0.437, 0.345, -0.299], [-0.762, -0.046, 0.367], [-2.246, 1.023, -0.149], [1.223, -0.126, -0.277], [0.911, -0.467, 0.537], [0.679, -0.855, 0.017], [-0.301, -0.111, -0.043], [0.351, -0.219, 0.601], [-0.185, 0.216, -0.584], [0.058, -0.277, 0.148], [0.695, 0.390, -0.143], [-0.101, 0.045, -0.347], [-0.099, 0.038, 0.266], [-0.116, 0.131, -0.297], [-0.248, -0.231, 0.345], [0.142, 0.106, 0.277], [0.417, -0.697, -0.367], [0.186, 1.812, 1.104], [0.895, -1.637, -1.944], [-1.360, 0.188, 1.021], [-0.687, 0.657, 1.659], [0.357, 0.159, -0.678], [0.432, -0.288, -0.235], [-0.084, -0.539, -0.677], [-0.043, -0.008, -0.160], [-0.066, 0.097, 0.030], [-0.008, -0.040, -0.143], [-0.073, 0.369, 0.366], [-0.096, 0.101, 0.418], [-0.123, 0.337, 0.152], [-0.360, 0.108, -0.556], [-0.057, 0.233, 0.101], [2.836, -0.621, 2.423], [0.533, -0.283, -0.058], [-0.072, -0.183, 0.112], [-0.421, -0.542, 0.492], [0.214, 0.156, -0.308], [0.013, -0.064, 0.101], [0.236, 0.012, -1.180], [-0.094, -0.079, 0.257], [-0.118, -0.121, 0.224], [-0.125, -0.156, 0.280], [-0.115, -0.153, 0.252], [-0.027, 0.123, 0.036], [-0.036, -0.070, 0.092], [0.028, 0.035, -0.254], [0.200, 0.032, -0.129]],
  "mulliken_charge": [-0.7290, -0.3112, 0.6309, -0.3579, 0.7730, -0.7355, 0.1048, -0.6791, -0.3899, -0.1906, -0.4933, 0.0339, 0.0959, -0.3877, -0.3544, 0.1216, 0.3670, -0.4533, -0.3825, 0.4685, 0.1295, 0.1197, 0.3978, 0.3369, 0.1019, 0.3577, -0.0211, 0.2794, 0.4375, -0.1179, 0.3191, -0.0759, -0.3188, 0.2202, 0.2355, 0.2877, -0.0701, 0.2536, 0.1898, 0.4253, -0.2177, -0.2409, -0.2359, 1.3431, -0.6889, -0.6574, -0.6203, -1.5011, -0.0644, -0.4185, 0.4028, 0.4030, 0.3478, 0.2942, 0.2820, 0.2308, -1.2363, 0.1305, -0.3240, 0.4058, -0.4823, 0.7850, -0.2474, -0.2434, -0.2502, 0.3316, 0.4104, 0.3169, 0.3986, 0.0310, -0.4241, 0.4368, 0.3738, 0.0672, -0.3064, 0.9896, -0.4261, -0.6372, 0.4775, -0.4418, 0.3338, 0.2564, 0.0313, -0.1234, -0.1911, -0.0995, 0.0591, 0.3208],
  "total_charge": 0,
  "lumo_ev": -4.2,
  "energy_ev": -134335.1976,
  "homo_energy_ha": -0.2303,
  "homo_lumo_gap_ev": 2.1046,
  "spin_multiplicity": 1
}